DFT (wB97M-V/def2-TZVPD) results for C4H5NO in the gas phase at a distorted geometry.

```
! RIJCOSX wB97M-V def2-TZVPD def2/J DEFGRID3
* xyz 0 1
O 0.933 -1.877 -0.912
C 0.612 -0.834 -1.420
C 0.473 0.240 -0.355
C -0.683 -0.038 0.626
C -0.848 1.047 1.601
N -0.980 1.905 2.365
H 0.778 -0.692 -2.528
H 0.436 1.195 -0.851
H 1.414 0.186 0.221
H -0.518 -0.972 1.183
H -1.616 -0.160 0.070
*
```

The calculation puts the molecular weight at 83.09 g/mol. For the HOMO energy, the calculation gives -10.4 eV. For the LUMO energy, the calculation gives 0.264 eV. The orbital gap comes out at 10.634 eV. The SMILES is N#CCCC=O. The energy above the lowest of the compared OMol25 structures with the same formula, charge and spin is 1.128 eV.


DFT (wB97M-V/def2-TZVPD) results for C4H5NO in the gas phase.

```
! RIJCOSX wB97M-V def2-TZVPD def2/J DEFGRID3
* xyz 0 1
O 2.164 0.416 0.364
C 0.872 0.130 0.024
C 0.233 -1.082 -0.044
C -1.165 -0.824 -0.038
C -1.340 0.529 -0.005
N -0.098 1.122 0.026
H 2.820 0.089 -0.260
H 0.705 -2.054 -0.036
H -1.950 -1.564 0.018
H -2.250 1.112 -0.009
H 0.010 2.124 -0.040
*
```

The calculation puts the molecular weight at 83.09 g/mol. For the HOMO energy, the calculation gives -7.9 eV. For the LUMO energy, the calculation gives 0.824 eV. The orbital gap comes out at 8.754 eV. The SMILES is Oc1ccc[nH]1. The energy above the lowest of the compared OMol25 structures with the same formula, charge and spin is 0.508 eV.


DFT (wB97M-V/def2-TZVPD) results for C4H5NO in the gas phase.

```
! RIJCOSX wB97M-V def2-TZVPD def2/J DEFGRID3
* xyz 0 1
N 2.400 0.264 -0.211
C 1.193 -0.168 0.041
C 0.199 0.914 -0.073
C -1.138 0.573 -0.172
C -1.587 -0.655 0.255
O 0.783 -1.334 0.321
H 3.032 -0.542 -0.231
H 0.563 1.932 -0.183
H -1.820 1.250 -0.679
H -2.540 -1.038 -0.108
H -1.085 -1.195 1.041
*
```

The calculation puts the molecular weight at 83.09 g/mol. For the HOMO energy (alpha / beta), the calculation gives -9.3 / -9.0 eV. For the LUMO energy (alpha / beta), the calculation gives -2.145 / -2.305 eV. The orbital gap (alpha / beta) comes out at 7.121 / 6.686 eV. The energy above the lowest of the compared OMol25 structures with the same formula, charge and spin is 3.554 eV.


DFT (wB97M-V/def2-TZVPD) results for C4H5NO in the gas phase.

```
! RIJCOSX wB97M-V def2-TZVPD def2/J DEFGRID3
* xyz 0 1
N -2.175 -0.599 -0.036
C -1.697 0.481 0.420
O -0.384 0.750 0.434
C 0.438 -0.293 -0.097
C 1.838 -0.001 0.204
C 3.004 0.165 0.448
H -3.186 -0.608 0.059
H -2.245 1.321 0.854
H 0.270 -0.371 -1.177
H 0.141 -1.249 0.345
H 4.038 0.309 0.672
*
```

The calculation puts the molecular weight at 83.09 g/mol. For the HOMO energy, the calculation gives -10.2 eV. For the LUMO energy, the calculation gives 0.983 eV. The orbital gap comes out at 11.174 eV. The SMILES is [H]/N=C/OCC#C. The energy above the lowest of the compared OMol25 structures with the same formula, charge and spin is 2.439 eV.


DFT (wB97M-V/def2-TZVPD) results for C4H5NO in the gas phase.

```
! RIJCOSX wB97M-V def2-TZVPD def2/J DEFGRID3
* xyz 0 1
N 0.267 1.537 2.314
C -0.044 0.783 1.497
C -0.473 -0.147 0.442
C -0.441 0.490 -0.947
C 1.407 -1.735 0.021
O 0.319 -1.400 0.630
H -1.479 -0.490 0.691
H -1.391 0.328 -1.458
H -0.258 1.565 -0.882
H 0.356 0.066 -1.567
H 1.663 -0.936 -0.728
*
```

The calculation puts the molecular weight at 83.09 g/mol. For the HOMO energy, the calculation gives -9.0 eV. For the LUMO energy, the calculation gives 0.371 eV. The orbital gap comes out at 9.419 eV. The energy above the lowest of the compared OMol25 structures with the same formula, charge and spin is 4.004 eV.


DFT (wB97M-V/def2-TZVPD) results for C4H5NO in the gas phase.

```
! RIJCOSX wB97M-V def2-TZVPD def2/J DEFGRID3
* xyz 0 1
C -1.544 0.349 0.965
C -0.348 -0.018 0.158
N -0.065 -1.147 -0.405
C 1.178 -0.943 -0.987
C 1.580 0.321 -0.738
O 0.606 0.929 -0.002
H -1.526 -0.167 1.928
H -2.461 0.060 0.447
H -1.555 1.425 1.149
H 1.685 -1.723 -1.537
H 2.448 0.914 -0.979
*
```

The calculation puts the molecular weight at 83.09 g/mol. For the HOMO energy, the calculation gives -9.2 eV. For the LUMO energy, the calculation gives 1.052 eV. The orbital gap comes out at 10.232 eV. The SMILES is Cc1ncco1. The energy above the lowest of the compared OMol25 structures with the same formula, charge and spin is 0.253 eV.


DFT (wB97M-V/def2-TZVPD) results for C4H5NO in the gas phase.

```
! RIJCOSX wB97M-V def2-TZVPD def2/J DEFGRID3
* xyz 0 1
N 0.834 -1.380 -0.507
C 1.273 -0.103 -0.441
O 2.377 0.271 -0.807
C 0.281 0.933 0.017
C -0.997 0.827 0.471
C -1.653 -0.362 0.936
H 1.512 -2.078 -0.773
H -0.017 -1.647 -0.021
H 0.662 1.934 -0.177
H -1.525 1.780 0.415
H -2.748 -0.174 0.887
*
```

The calculation puts the molecular weight at 83.09 g/mol. For the HOMO energy (alpha / beta), the calculation gives -9.2 / -9.5 eV. For the LUMO energy (alpha / beta), the calculation gives -1.832 / -1.846 eV. The orbital gap (alpha / beta) comes out at 7.320 / 7.607 eV. The energy above the lowest of the compared OMol25 structures with the same formula, charge and spin is 3.886 eV.


DFT (wB97M-V/def2-TZVPD) results for C4H5NO in the gas phase at a distorted geometry.

```
! RIJCOSX wB97M-V def2-TZVPD def2/J DEFGRID3
* xyz 0 1
O -1.600 1.963 0.231
C -0.744 1.120 0.208
C -0.951 -0.350 -0.210
C 0.479 -0.838 -0.226
C 1.208 0.192 0.534
N 0.622 1.334 0.609
H -1.451 -0.462 -1.174
H -1.598 -0.834 0.539
H 0.714 -1.911 -0.209
H 2.268 0.009 0.706
H 1.053 -0.225 -1.008
*
```

The calculation puts the molecular weight at 83.09 g/mol. For the HOMO energy, the calculation gives -9.7 eV. For the LUMO energy, the calculation gives 0.330 eV. The orbital gap comes out at 10.048 eV. The SMILES is O=C1CCC=N1. The energy above the lowest of the compared OMol25 structures with the same formula, charge and spin is 1.322 eV.